*one*
Formula: C11H12
Source: OMol25
Level of theory: ωB97M-V/def2-TZVPD

XYZ file:
```
23
C11H12 (ωB97M-V/def2-TZVPD)
C 4.87532 -1.44513 0.74436
C 3.97787 -0.68051 0.51087
C 1.60812 2.10657 -0.21013
C 0.31619 1.76277 -0.47367
C 2.68884 1.29741 0.17214
C -0.10559 0.45066 -0.80558
C -2.95188 -0.21121 1.32747
C -1.95572 0.40114 0.64734
C 2.78303 -0.05512 0.11671
C -1.23651 -0.18067 -0.41047
C -1.79592 -1.38246 -1.09449
H 5.86851 -1.83103 0.62018
H 1.75540 3.12414 -0.04847
H -0.51957 2.60511 -0.39743
H 3.42937 1.95600 0.45554
H 0.57103 -0.09927 -1.44702
H -3.40253 0.36401 2.10065
H -3.62150 -1.08579 1.05629
H -1.55999 1.20784 1.24781
H 2.08073 -0.78065 -0.28624
H -2.98070 -1.18134 -1.06215
H -1.47396 -2.24882 -0.49804
H -1.29932 -1.40033 -2.16414
```

Values from the calculation:
**Expectation value of S²**: 2.061
**LUMO (spin up / spin down)**: 0.673 / -2.334 eV
**Spin multiplicity**: 3
**Kohn-Sham gap (spin up / spin down)**: 6.51 / 6.32 eV

=====

*two*
Formula: C11H12
Source: OMol25
Level of theory: ωB97M-V/def2-TZVPD

XYZ file:
```
23
C11H12 (ωB97M-V/def2-TZVPD)
C -0.68791 3.51396 0.50150
C 0.27632 2.81337 1.16418
C -1.48467 2.80974 -0.42770
C 0.43388 1.46424 1.10797
C -1.30245 1.43851 -0.58816
C -0.38727 0.72194 0.23431
C -1.28228 -1.53757 -0.84541
C -2.26839 -2.33843 -1.46437
C -0.36552 -0.78816 0.12232
C 2.07932 -1.54015 -0.09865
C 0.72001 -1.63302 0.68516
H -0.67040 4.53216 0.60630
H 0.88204 3.28562 1.85459
H -2.28980 3.40215 -0.99475
H 1.26750 1.13679 1.74355
H -1.91050 0.76101 -1.27048
H -2.96416 -2.82852 -0.83939
H -2.14808 -2.50768 -2.52625
H 2.82781 -2.02696 0.67234
H 2.12502 -0.49142 -0.25128
H 1.87450 -2.05484 -0.96439
H 0.82152 -1.26135 1.63856
H 0.31917 -2.57157 0.58522
```

Values from the calculation:
**Expectation value of S²**: 2.048
**LUMO (spin up / spin down)**: 1.000 / -1.588 eV
**Spin multiplicity**: 3
**Kohn-Sham gap (spin up / spin down)**: 6.80 / 7.80 eV

=====

What is the least stable structure shown above? It is *one*.